ORCA calculation (ωB97M-V with the def2-TZVPD basis set) on C5H7N3 as an isolated structure in a non-equilibrium geometry.

## Properties
* DFT total energy: -358.66513 hartree
* LUMO energy: -0.125 eV
* frontier orbital gap: 8.634 eV
* energy relative to the best compared isomer or geometry (same formula, charge and spin): 221.7 kcal/mol

Last column: Mulliken charge in e.
Cartesian coordinates (Å):
1 C 1.40 1.88 -0.06  -0.3983
2 C 1.08 -1.50 -0.06  -0.3799
3 C 0.14 -0.74 0.51  0.0417
4 C -1.16 -0.85 -0.09  -0.3557
5 C -2.07 0.21 -0.04  -0.0610
6 H 0.09 2.08 -0.56  0.2168
7 H 2.33 2.30 0.26  0.4171
8 H 0.89 -2.18 -0.96  0.1933
9 H 1.92 -1.84 0.53  0.3449
10 H 0.15 -0.30 1.43  0.5093
11 H -1.14 -0.92 -1.24  0.2355
12 H -1.42 -1.74 0.40  0.3146
13 N 2.08 0.49 0.15  -0.7201
14 N 1.08 -0.13 -0.42  0.0929
15 N -3.03 0.86 0.07  -0.4511